No. 1
{
  "formula": "C5H31NO11",
  "method": "the ωB97M-V functional and the def2-TZVPD basis",
  "homo_lumo_gap_ev": 9.260,
  "e_above_lowest_kcal_mol": 115.4,
  "elements": ["C", "H", "H", "O", "H", "O", "H", "H", "H", "H", "H", "H", "C", "H", "H", "H", "H", "O", "H", "H", "H", "H", "O", "H", "H", "H", "H", "O", "H", "H", "H", "O", "C", "O", "H", "O", "C", "H", "H", "O", "H", "O", "O", "H", "N", "H", "H", "C"],
  "coordinates": [[0.4478, -0.6431, -1.9583], [-1.3110, 2.0052, 3.7604], [-1.4370, 1.8476, 2.3293], [-3.1361, -2.9937, 2.0625], [-1.2353, -0.2884, -3.3859], [2.4806, 2.1308, 0.4278], [1.0441, 2.3840, 1.8699], [0.0689, 1.8647, -4.4508], [-2.6649, -2.4761, 2.8639], [-1.5708, -0.9575, -1.1242], [-2.0746, -3.5140, 0.5864], [1.3243, -0.1902, -1.5212], [1.8442, 1.5237, -3.1462], [-0.8157, 1.0312, -2.2119], [-0.7013, -1.1190, 1.2449], [-1.0636, -0.9420, 4.2291], [-2.2198, -0.3403, 3.5105], [2.9403, 0.0276, 2.6475], [-3.7639, -1.0154, 0.1482], [1.4294, 1.2887, 2.6345], [1.7221, 2.6420, -2.9424], [2.5554, 2.7050, -0.3249], [0.7516, 1.9149, 2.4932], [0.9241, 0.3007, -4.6566], [0.5445, -0.1397, 0.6879], [-0.5721, -2.2069, -0.7474], [-0.3615, 2.0433, -0.8353], [4.1556, -0.3641, -0.6142], [3.0645, 1.3574, 0.0490], [-3.8293, -2.4151, 1.8607], [4.9460, 0.1675, -0.8253], [-0.1590, 2.8711, -1.1285], [-0.3553, 0.3547, -2.8669], [-4.3876, -1.5928, -0.2040], [-2.0775, -4.6214, -0.3965], [-1.9137, 1.6508, 3.1179], [-0.5540, -1.0877, -0.8771], [0.6636, -1.5919, -2.5374], [-0.1866, 3.4447, -0.4333], [2.7333, 0.9654, -2.5809], [-3.7146, -2.3748, -0.5015], [-1.9229, -1.1514, 3.8278], [-1.9367, -3.7090, -0.2629], [3.2301, 0.3225, 1.7273], [-0.4324, -0.3741, 0.4607], [3.2678, 0.6412, 3.2857], [3.6125, -0.3559, -1.4379], [0.6463, 0.9798, -3.8538]],
  "atomic_forces_ev_per_a": [[-2.8, -1.3, -0.4], [0.4, 0.2, 0.7], [0.6, -0.2, -1.2], [3.2, 0.3, 3.3], [2.2, 1.7, 0.9], [2.0, -2.5, -1.0], [3.7, 6.0, -7.9], [1.6, -1.8, 1.5], [-1.2, -1.6, -2.3], [-1.2, 0.7, -1.0], [-1.2, 1.1, 5.8], [0.1, -0.2, 0.1], [-1.8, 3.1, 0.6], [-0.7, 1.1, 0.3], [0.6, 2.2, -2.1], [-0.4, -0.3, -0.2], [-0.9, 2.8, -1.1], [-0.2, -0.3, -2.3], [1.6, 2.1, 1.0], [1.1, -1.5, 0.3], [0.4, -0.8, -0.5], [-0.3, 0.8, -0.6], [-4.9, -4.4, 7.8], [0.1, -0.5, 0.2], [-0.5, -0.3, -0.3], [0.8, 1.2, 0.0], [-0.8, -3.5, 1.7], [-0.2, 0.5, -0.4], [-1.5, 1.6, 1.1], [-1.9, 1.2, -0.8], [-0.5, -0.4, 0.0], [1.1, 1.4, -4.3], [0.6, -3.4, -1.2], [0.9, -4.4, -2.0], [-0.3, -1.5, -0.1], [-1.2, -0.3, 0.6], [1.2, -1.6, 2.1], [0.4, 1.3, 0.5], [-0.2, 2.3, 3.0], [1.2, -1.0, -0.3], [-2.4, 2.4, 0.9], [1.3, -2.4, 1.2], [1.1, 0.2, -5.8], [-0.3, -0.5, 2.1], [-0.1, -2.2, 1.3], [0.7, 0.8, 0.4], [0.6, 0.1, 0.7], [-2.2, 1.9, -2.3]]
}

---

No. 2
{
  "formula": "C5H31NO12",
  "method": "the ωB97M-V functional and the def2-TZVPD basis",
  "homo_lumo_gap_ev": [9.778, 4.851],
  "spin_multiplicity": 2,
  "charge": 1,
  "e_above_lowest_kcal_mol": 55.7,
  "s_squared": 0.781,
  "elements": ["O", "H", "O", "O", "H", "H", "H", "H", "O", "H", "H", "H", "H", "C", "O", "O", "H", "O", "H", "O", "O", "H", "H", "H", "H", "H", "H", "H", "H", "H", "H", "C", "C", "H", "O", "H", "H", "O", "C", "N", "H", "H", "C", "H", "H", "H", "H", "H", "O"],
  "coordinates": [[0.6564, -2.6479, -2.0961], [1.0979, -3.4025, 2.0345], [-0.1247, 1.6637, -1.3251], [2.2151, 1.9198, -2.3694], [3.0661, 1.4930, -0.3334], [0.8040, 3.2039, 1.8761], [-1.1832, -0.4435, -3.1177], [-1.8309, -1.1080, 4.1402], [-1.1397, -1.3769, -3.3792], [1.6694, 1.3305, -1.8060], [-3.2142, 2.1277, -2.3312], [-0.2531, -1.2469, 4.0803], [1.7255, 2.7394, -2.4863], [2.6804, 2.4594, 1.3290], [-2.1319, 2.6460, 3.6900], [-1.1136, -2.9220, 0.6945], [-1.5938, -0.7247, 1.5536], [1.0613, -2.4997, 2.4274], [-2.6627, 0.7597, 1.5029], [1.0156, 0.0079, -3.8988], [-3.5767, 1.3431, -1.8635], [1.4131, -3.2160, -0.4434], [1.3784, -0.7563, -3.3995], [-0.3305, -3.4210, 0.4018], [-2.0607, 0.2396, -1.1296], [1.1090, -3.3186, -2.6200], [-0.9126, -1.0884, -4.2768], [1.1512, 0.4321, 1.1143], [-4.1303, 1.0627, -2.6049], [2.7415, 2.2065, 2.4238], [0.2916, -2.1706, 1.9433], [0.4070, 1.2663, 0.9572], [1.1886, 2.5913, 1.0645], [-1.2313, 2.5495, 4.0327], [-0.9910, -0.7403, 4.4238], [-0.1769, 1.0881, 1.8769], [1.0303, 3.1359, 0.1136], [1.3488, -3.9226, 0.2137], [-0.4165, 1.1482, -0.2342], [-1.4518, 0.2319, -0.3175], [3.3379, 3.2967, 1.4003], [-1.4873, -2.5804, -0.1337], [-2.2810, -0.1320, 0.9292], [-0.2823, -2.5815, -2.4592], [-3.1076, -0.7873, 0.6115], [1.6724, 0.6990, -3.7165], [1.1225, -4.7316, -0.2541], [-2.3808, 1.7323, 3.9212], [3.2058, 1.2786, 0.6030]],
  "atomic_forces_ev_per_a": [[-0.9, -0.2, -0.2], [0.5, 0.8, 0.6], [-1.5, 0.0, 0.9], [0.5, -0.6, 0.5], [0.5, 0.0, 0.1], [-0.4, 0.1, -0.1], [0.1, -0.2, 1.0], [0.3, -0.5, 0.0], [-1.2, 1.4, -0.7], [0.4, 0.8, -0.8], [0.1, -0.2, 0.9], [0.0, -0.6, -0.2], [-0.1, 0.0, 0.1], [-0.1, -3.6, 2.0], [0.6, -1.4, 0.2], [-0.7, 0.6, -0.6], [-0.3, 0.3, 0.0], [-0.4, -0.4, -0.1], [0.6, -0.5, -0.8], [0.6, -0.6, 0.5], [0.5, 0.8, -1.3], [0.0, -0.1, -0.3], [-0.5, 0.4, -0.5], [0.2, -0.1, 0.1], [0.0, 0.2, -1.0], [-0.1, 0.0, -0.1], [0.3, -1.2, -0.5], [-0.5, 0.3, -1.1], [-0.4, -0.7, 0.4], [0.0, -0.6, -0.9], [0.1, 0.1, 0.1], [0.9, -0.1, 2.9], [0.0, 1.3, -1.1], [0.2, 0.8, 0.0], [-0.2, 1.1, 0.0], [-0.2, 0.4, -0.4], [0.0, 0.0, 0.5], [0.0, -0.5, 0.2], [1.8, -0.9, -2.0], [-2.6, 0.3, 3.3], [0.1, 1.1, -1.4], [0.1, -0.4, 0.3], [0.9, -0.2, -0.8], [1.8, 0.2, 0.2], [0.3, 0.5, 0.0], [-0.1, 0.1, -0.3], [0.2, -0.1, -0.2], [-0.7, 0.4, -0.1], [-0.5, 1.8, 0.4]]
}

---

No. 3
{
  "formula": "C5H31NO9",
  "method": "the ωB97M-V functional and the def2-TZVPD basis",
  "homo_lumo_gap_ev": 9.280,
  "e_above_lowest_kcal_mol": 46.3,
  "elements": ["O", "O", "H", "C", "H", "H", "O", "H", "H", "H", "H", "H", "H", "C", "H", "H", "H", "O", "O", "O", "H", "H", "H", "H", "C", "H", "H", "H", "N", "O", "H", "H", "H", "H", "C", "H", "H", "O", "H", "O", "H", "H", "H", "H", "C", "H"],
  "coordinates": [[1.3341, -2.1554, -3.4340], [-1.2029, 0.5979, 3.1649], [2.6884, 0.1956, 0.2639], [2.1696, -1.8603, -0.3993], [-1.3605, 0.7831, -0.4927], [-1.7978, -2.3874, -0.3116], [-0.4207, 3.3079, 0.1330], [-2.6875, -0.3687, 1.1821], [-1.5905, -0.2346, 3.1878], [-1.6121, 2.2350, -0.5510], [3.1787, -0.2103, 2.8934], [2.3055, -1.4749, 3.5514], [-1.7196, 0.3612, -3.8333], [1.8452, -0.5162, 0.2895], [-0.1023, 3.4321, 1.1385], [1.2255, -2.4055, -0.6466], [-1.1728, -1.7351, -2.4852], [0.4345, 2.9014, 2.7324], [-1.9198, 1.4184, -0.9812], [-1.8376, -1.7840, 0.4351], [1.8803, 0.8192, -2.1658], [0.0474, -2.5955, -2.2742], [0.2967, 2.7558, 3.6418], [1.7959, 1.9339, -0.7076], [1.2271, 1.2370, -1.3286], [0.6671, -2.3162, -4.0864], [-1.1116, 0.5701, -2.4479], [-3.0381, 0.8961, 0.4602], [0.7267, 0.1552, -0.4679], [-1.2445, -0.1005, -3.1183], [2.6841, -1.6385, -1.4056], [-0.1563, 4.1978, -0.1313], [-1.7607, 1.0331, 2.5333], [0.3532, 1.9840, 2.3664], [2.6072, -1.0805, 2.5384], [0.4018, 1.7946, -1.7592], [1.0696, 0.3563, 2.0583], [-0.8191, -2.4452, -1.9091], [0.5292, -1.3058, 1.7771], [-2.9642, 0.5345, 1.3060], [0.2734, -0.5597, -1.0864], [2.1470, -2.7550, -3.4889], [-0.9227, -1.3552, 0.2194], [3.0748, -1.8483, 1.8918], [1.4327, -0.6046, 1.7462], [2.7572, -2.4964, 0.2769]],
  "atomic_forces_ev_per_a": [[2.5, -0.6, 1.0], [2.0, 1.9, 1.1], [0.0, -0.5, -0.2], [0.1, 0.5, -0.9], [-0.1, 0.1, -0.1], [-0.5, -0.5, -0.3], [1.4, 1.5, 3.4], [0.1, -0.9, -0.4], [-0.9, -2.5, 0.3], [0.0, 0.3, -0.2], [0.7, -0.4, -0.9], [0.1, -0.3, -1.2], [0.3, -0.4, 0.5], [-1.1, 0.7, -0.9], [-1.2, -1.0, -2.4], [0.7, 0.4, 0.4], [0.0, -0.1, 0.3], [0.5, -0.9, -2.3], [0.2, -0.2, 0.0], [2.8, 1.2, -0.3], [-0.6, 0.7, 0.9], [0.8, -0.2, -0.2], [-0.5, -0.1, 1.8], [0.0, -0.1, -0.2], [0.8, -0.8, -0.7], [0.0, -0.5, -1.0], [-0.4, 0.6, 0.5], [-0.3, 0.9, -2.3], [-0.1, -0.7, -0.6], [-0.2, -0.2, -1.5], [-0.5, -0.5, 1.7], [-0.3, 0.0, -0.8], [-0.8, 0.6, -0.8], [0.0, 0.9, 0.5], [-0.5, -0.4, 2.0], [0.0, 0.0, -0.1], [-0.1, 0.2, 0.1], [-1.0, 0.0, -0.1], [1.2, 0.7, 0.3], [-0.6, 0.0, 2.7], [0.8, 0.8, 0.6], [-2.2, 1.1, -0.5], [-2.4, -0.7, 1.1], [0.6, 0.6, 1.3], [-1.4, -1.5, -0.8], [0.1, 0.0, -0.7]]
}